ORCA calculation (ωB97M-V/def2-TZVPD) on a cluster of 2 separate species, CH5NO2 in total in a non-equilibrium geometry.

For the relative energy (zero: lowest compared OMol25 entry of this formula, charge and spin), the calculation gives 0.738 eV. Its largest force on an atom is 5.62 eV/Å. The LUMO energy is 0.53 eV. The calculation puts the total energy at -6702.974 eV. The value obtained for the HOMO-LUMO gap is 10.38 eV. Its total charge is 0.

Each line ends with the natural charge from an NBO analysis.
Cartesian coordinates (Å):
H1 0.111 -0.623 0.227  0.39
C1 1.547 -0.962 1.543  0.51
H2 0.864 -1.669 2.073  0.10
O1 2.642 -0.698 1.901  -0.61
H3 -2.384 0.542 -2.519  0.47
N1 0.993 -0.280 0.616  -0.80
O2 -2.206 1.454 -2.196  -0.94
H4 -3.058 1.748 -1.802  0.47
H5 1.490 0.488 0.158  0.41

---

ORCA calculation (ωB97M-V/def2-TZVPD) on a structure of composition CH5NO2S in a non-equilibrium geometry.

For the relative energy (zero: lowest compared OMol25 entry of this formula, charge and spin), the calculation gives 4.066 eV. Its largest force on an atom is 2.57 eV/Å. The LUMO energy is -0.10 eV. The calculation puts the total energy at -17534.878 eV. The value obtained for the HOMO-LUMO gap is 10.38 eV. Its total charge is 0.

Each line ends with the natural charge from an NBO analysis.
Cartesian coordinates (Å):
C1 -1.144 -0.626 -1.141  0.29
H1 -2.561 1.349 1.946  0.41
N1 -1.663 0.973 2.166  -1.02
H2 -0.127 -0.704 -1.472  0.14
O1 -0.195 1.677 0.356  -0.92
O2 -1.203 -0.735 0.063  -0.55
H3 4.492 -1.608 -1.066  0.00
S1 -0.293 0.956 1.594  1.54
H4 -2.064 -0.262 -1.818  0.13
H5 4.758 -1.020 -0.628  0.00

---

ORCA calculation (ωB97M-V/def2-TZVPD) on a cluster of 2 separate species, CH5NO3 in total in a non-equilibrium geometry.

For the relative energy (zero: lowest compared OMol25 entry of this formula, charge and spin), the calculation gives 0.089 eV. Its largest force on an atom is 1.13 eV/Å. The LUMO energy is 0.67 eV. The calculation puts the total energy at -8751.735 eV. The value obtained for the HOMO-LUMO gap is 11.46 eV. Its total charge is 0.

Each line ends with the natural charge from an NBO analysis.
Cartesian coordinates (Å):
O1 1.643 1.094 1.006  -1.00
C1 -0.749 -0.196 -0.444  0.89
H1 1.702 1.522 1.857  0.48
H2 -2.613 -0.464 -0.126  0.50
H3 1.240 -0.597 -0.416  0.43
O2 -1.848 -0.974 -0.406  -0.70
O3 -0.807 1.003 -0.260  -0.67
H4 0.166 -1.895 -0.885  0.40
N1 0.347 -0.911 -0.774  -0.84
H5 0.920 1.419 0.447  0.50

---

ORCA calculation (ωB97M-V/def2-TZVPD) on a structure of composition CH5NO3S2 in a non-equilibrium geometry.

For the relative energy (zero: lowest compared OMol25 entry of this formula, charge and spin), the calculation gives 2.048 eV. Its largest force on an atom is 3.60 eV/Å. The LUMO energy is -0.21 eV. The calculation puts the total energy at -30416.881 eV. The value obtained for the HOMO-LUMO gap is 9.93 eV. Its total charge is 0.

Each line ends with the natural charge from an NBO analysis.
Cartesian coordinates (Å):
O1 0.143 0.975 1.579  -0.94
O2 0.699 1.715 -0.727  -0.91
C1 -1.620 0.492 -0.428  -0.87
H1 -1.344 0.798 -1.471  0.27
H2 -2.346 1.075 0.191  0.27
O3 0.284 -1.628 1.178  -0.63
H3 2.575 -1.260 -1.523  0.09
S1 2.497 -0.624 -0.440  0.34
H4 0.166 -1.063 1.989  0.48
N1 0.861 -0.748 -0.183  -0.60
S2 0.059 0.780 0.155  2.24
H5 -1.974 -0.513 -0.321  0.27

---

ORCA calculation (ωB97M-V/def2-TZVPD) on a cluster of 2 separate species, CH5NO4S in total in a non-equilibrium geometry.

For the relative energy (zero: lowest compared OMol25 entry of this formula, charge and spin), the calculation gives 0.656 eV. Its largest force on an atom is 3.55 eV/Å. The LUMO energy is 0.76 eV. The calculation puts the total energy at -21632.662 eV. The value obtained for the HOMO-LUMO gap is 10.63 eV. Its total charge is 0.

Each line ends with the natural charge from an NBO analysis.
Cartesian coordinates (Å):
H1 2.422 -1.123 -0.786  0.11
H2 1.057 1.394 -0.087  0.42
C1 1.482 -0.604 -0.616  0.55
H3 -1.819 -1.944 1.061  0.49
O1 0.416 -1.183 -0.612  -0.65
O2 -1.345 1.039 0.004  -0.98
O3 -2.113 -1.031 1.115  -0.90
H4 -3.727 0.581 0.141  0.49
O4 -3.412 -0.033 -0.655  -0.90
N1 1.678 0.691 -0.396  -0.80
H5 2.580 1.215 -0.401  0.40
S1 -1.820 -0.284 -0.361  1.77

---

ORCA calculation (ωB97M-V/def2-TZVPD) on an isolated molecule of CH5NOP2 in a non-equilibrium geometry.

For the relative energy (zero: lowest compared OMol25 entry of this formula, charge and spin), the calculation gives 1.940 eV. Its largest force on an atom is 3.88 eV/Å. The LUMO energy is 0.18 eV. The calculation puts the total energy at -23230.517 eV. The value obtained for the HOMO-LUMO gap is 9.17 eV. Its total charge is 0.

Each line ends with the natural charge from an NBO analysis.
Cartesian coordinates (Å):
P1 1.707 0.528 -1.131  0.43
C1 0.903 1.093 0.265  -0.26
H1 -1.520 -1.455 -1.561  0.41
P2 -1.040 -0.727 0.542  1.68
H2 -0.975 -1.940 1.505  -0.11
O1 -0.102 0.410 0.990  -0.83
N1 -0.792 -1.154 -0.903  -1.36
H3 0.795 2.189 0.487  0.21
H4 -2.237 -0.149 1.042  -0.11
H5 2.324 1.775 -1.409  -0.06

---

ORCA calculation (ωB97M-V/def2-TZVPD) on a cluster of 2 separate species, CH5NOS in total in a non-equilibrium geometry.

For the relative energy (zero: lowest compared OMol25 entry of this formula, charge and spin), the calculation gives 3.009 eV. Its largest force on an atom is 3.29 eV/Å. The LUMO energy (alpha / beta) is -1.22 / -1.22 eV. The calculation puts the total energy at -15488.110 eV. The value obtained for the HOMO-LUMO gap (alpha / beta) is 7.43 / 7.43 eV. Its total charge is 0.

Each line ends with the natural charge from an NBO analysis.
Cartesian coordinates (Å):
H1 -1.530 -1.651 0.014  0.16
H2 2.391 1.457 0.845  0.35
N1 2.405 2.170 1.604  -0.73
C1 -1.227 -1.211 -0.961  -0.25
H3 -0.821 -2.034 -1.537  0.19
O1 -0.134 -0.299 -0.905  -0.72
S1 1.657 1.649 2.856  0.38
H4 -2.157 -0.651 -1.312  0.16
H5 -0.584 0.570 -0.603  0.46

---

ORCA calculation (ωB97M-V/def2-TZVPD) on a cluster of 2 separate species, CH5NOS in total in a non-equilibrium geometry.

For the relative energy (zero: lowest compared OMol25 entry of this formula, charge and spin), the calculation gives 1.581 eV. As for the spin multiplicity: 2. Its largest force on an atom is 4.00 eV/Å. The LUMO energy (alpha / beta) is -5.25 / -10.90 eV. The calculation puts the total energy at -15479.772 eV. The value obtained for the HOMO-LUMO gap (alpha / beta) is 6.78 / 1.13 eV. Its total charge is +1.

Each line ends with the natural charge from an NBO analysis.
Cartesian coordinates (Å):
H1 -4.052 0.559 -1.230  0.41
H2 -2.730 -0.380 -0.166  0.41
C1 -2.001 1.314 -1.160  0.53
S1 4.991 -2.126 1.666  0.68
O1 -0.829 0.996 -0.924  -0.61
H3 4.153 -1.222 2.241  0.19
N1 -3.039 0.323 -0.927  -0.88
H4 5.935 -1.623 2.292  0.13
H5 -2.428 2.159 -1.792  0.13

---

> relative energy (zero: lowest compared OMol25 entry of this formula, charge and spin) of number 8 (CH5NOS)?

1.581 eV